[1]
The following is a quantum chemistry calculation of a structure of composition C35H30Br2HgN7O3S4, from the OMol25 dataset.

```
! RIJCOSX wB97M-V def2-TZVPD def2/J DEFGRID3
* xyz -2 2
Hg 1.458 -0.982 -1.541
O 6.078 -2.010 0.079
C 6.788 -1.175 -0.697
C 8.182 -1.250 -0.671
C 8.945 -0.408 -1.461
C 8.326 0.523 -2.289
C 6.943 0.596 -2.314
C 6.150 -0.237 -1.531
C 4.655 -0.151 -1.539
O 4.021 -0.951 -0.747
N 4.130 0.720 -2.352
N 2.757 0.755 -2.324
C 2.229 1.848 -2.832
C 0.844 2.083 -2.866
C 0.304 3.247 -3.488
C -1.046 3.428 -3.554
C -1.903 2.442 -3.000
C -1.304 1.347 -2.400
N 0.004 1.155 -2.294
H 5.108 -1.768 -0.153
H 8.641 -1.987 -0.023
H 10.027 -0.480 -1.434
H 8.919 1.183 -2.910
H 6.429 1.307 -2.948
H 2.899 2.602 -3.241
H 0.987 3.968 -3.925
H -1.457 4.305 -4.043
H -2.978 2.513 -3.079
H -1.918 0.550 -1.985
Br 2.085 2.766 4.504
C 1.840 1.732 2.929
C 1.214 2.292 1.833
C 1.053 1.478 0.719
N 1.472 0.225 0.680
C 2.089 -0.304 1.733
C 2.288 0.427 2.902
C 2.530 -1.729 1.619
C 3.381 -2.312 2.554
C 3.725 -3.636 2.363
Br 4.895 -4.474 3.601
C 3.238 -4.350 1.287
C 2.403 -3.673 0.406
N 2.067 -2.406 0.575
H 0.862 3.313 1.834
H 0.576 1.838 -0.187
H 2.763 -0.003 3.770
H 3.797 -1.758 3.381
H 3.506 -5.382 1.118
H 2.006 -4.151 -0.484
S -0.999 -4.648 -3.362
C -0.142 -3.359 -2.726
S 1.488 -2.997 -3.195
S -0.807 -2.313 -1.508
C -4.846 3.153 2.267
C -5.281 2.227 1.136
C -4.099 1.606 0.398
N -3.341 0.708 1.251
C -2.874 -0.529 0.992
S -1.661 -1.180 1.926
N -3.430 -1.220 -0.069
C -4.760 -1.283 -0.442
O -5.101 -1.554 -1.572
C -5.798 -1.043 0.624
C -7.047 -0.592 0.211
C -8.050 -0.370 1.139
C -7.813 -0.617 2.486
C -6.577 -1.095 2.896
C -5.567 -1.308 1.969
H -5.706 3.630 2.739
H -4.185 3.939 1.896
H -4.313 2.606 3.047
H -5.876 2.787 0.410
H -5.918 1.432 1.530
H -3.427 2.398 0.049
H -4.428 1.070 -0.490
H -2.862 1.121 2.037
H -2.762 -1.770 -0.637
H -7.210 -0.421 -0.845
H -9.018 -0.006 0.816
H -8.596 -0.445 3.215
H -6.395 -1.306 3.942
H -4.605 -1.685 2.292
*
```

The calculation puts the energy at -240958.76404 eV. The value obtained for the lowest unoccupied orbital energy (spin up / spin down) is 0.1262 / 0.1262 Eh. For the orbital gap (spin up / spin down), the calculation gives 3.4 / 4.7 eV. As for the energy above the lowest of the compared OMol25 structures with the same formula, charge and spin: 1.245 eV. Its HOMO energy (spin up / spin down) is -0.01 / -1.29 eV. The largest force on an atom comes out at 0.77 eV/A.

[2]
The following is a quantum chemistry calculation of a cluster of 2 separate species, C4H12 in total at a distorted geometry, from the OMol25 dataset.

```
! RIJCOSX wB97M-V def2-TZVPD def2/J DEFGRID3
* xyz -1 2
C -0.352 -1.506 -0.897
C -0.020 -1.707 -2.384
H -0.035 -0.558 -0.478
H -1.394 -1.623 -0.597
H 0.138 -2.332 -0.362
H 0.996 -2.085 -2.472
H -0.138 -0.781 -2.949
H -0.709 -2.465 -2.770
C 0.198 1.350 2.362
C 0.170 1.907 0.929
H -0.686 0.780 2.668
H 0.871 0.482 2.474
H 0.486 2.109 3.087
H -0.808 1.780 0.464
H 0.923 1.374 0.350
H 0.486 2.944 0.954
*
```

The calculation puts the energy at -4340.59252 eV. The value obtained for the lowest unoccupied orbital energy (spin up / spin down) is 0.1580 / 0.1648 Eh. For the orbital gap (spin up / spin down), the calculation gives 2.7 / 12.1 eV. As for the energy above the lowest of the compared OMol25 structures with the same formula, charge and spin: 0.444 eV. Its HOMO energy (spin up / spin down) is 1.56 / -7.61 eV. The largest force on an atom comes out at 1.38 eV/A.

[3]
The following is a quantum chemistry calculation of a structure of composition C26H33FN3O7Re at a distorted geometry, from the OMol25 dataset.

```
! RIJCOSX wB97M-V def2-TZVPD def2/J DEFGRID3
* xyz 3 2
Re -0.018 0.045 0.104
C 0.642 -1.741 2.596
C 0.296 -2.732 1.477
O 0.386 -2.137 0.180
C 1.518 -2.428 -0.638
C 2.748 -1.606 -0.233
O 2.339 -0.299 0.184
C 3.341 0.329 0.991
C 2.836 1.695 1.464
O 1.506 1.610 1.934
C 1.330 1.206 3.290
C -0.017 0.477 3.340
O -0.090 -0.533 2.334
H 1.718 -1.535 2.642
H 0.326 -2.161 3.558
H -0.753 -3.024 1.585
H 0.932 -3.615 1.542
H 1.208 -2.167 -1.656
H 1.753 -3.496 -0.601
H 3.434 -1.515 -1.082
H 3.283 -2.098 0.588
H 4.256 0.451 0.401
H 3.570 -0.313 1.854
H 2.804 2.388 0.622
H 3.508 2.093 2.229
H 1.299 2.090 3.935
H 2.145 0.557 3.631
H -0.823 1.169 3.084
H -0.202 0.053 4.331
C -5.932 -1.478 -4.497
C -5.732 -0.015 -4.096
C -7.033 0.690 -3.724
C -7.643 0.079 -2.471
C -6.635 -0.033 -1.381
C -7.048 -0.138 -0.068
C -6.114 -0.211 0.963
F -6.530 -0.303 2.209
C -4.752 -0.168 0.710
C -4.298 -0.070 -0.607
C -2.870 -0.022 -0.880
O -2.057 -0.041 0.109
C -2.505 0.055 -2.246
C -3.489 0.072 -3.222
N -4.792 0.042 -2.965
C -5.241 -0.020 -1.675
C -1.073 0.068 -2.767
O -0.883 0.127 -3.952
O -0.113 -0.008 -1.892
H -6.662 -1.530 -5.301
H -6.293 -2.080 -3.667
H -5.005 -1.913 -4.862
H -5.268 0.517 -4.933
H -7.730 0.618 -4.558
H -6.836 1.751 -3.553
H -8.055 -0.914 -2.687
H -8.490 0.680 -2.134
H -8.100 -0.155 0.178
H -4.048 -0.216 1.525
H -3.169 0.110 -4.257
C 1.092 5.246 -1.272
N 0.405 4.142 -0.656
C -0.650 4.241 0.198
C -0.998 2.969 0.547
N -0.156 2.101 -0.088
C 0.677 2.849 -0.816
H 0.620 6.179 -0.971
H 1.054 5.164 -2.358
H 2.139 5.268 -0.968
H -1.059 5.183 0.508
H -1.790 2.630 1.184
H 1.437 2.455 -1.465
*
```

The calculation puts the energy at -51122.07623 eV. The value obtained for the lowest unoccupied orbital energy (spin up / spin down) is -0.4276 / -0.4116 Eh. For the orbital gap (spin up / spin down), the calculation gives 4.6 / 5.0 eV. Its HOMO energy (spin up / spin down) is -16.23 / -16.24 eV. The largest force on an atom comes out at 4.29 eV/A.

[4]
The following is a quantum chemistry calculation of a cluster of 4 separate species, C2H12N2O3 in total at a distorted geometry, from the OMol25 dataset.

```
! RIJCOSX wB97M-V def2-TZVPD def2/J DEFGRID3
* xyz 0 1
C -0.374 -0.734 -0.634
N -1.290 -0.969 0.499
C -1.566 -2.169 0.749
N -1.017 -3.309 0.096
H 0.466 -1.427 -0.536
H -0.079 0.299 -0.585
H -0.876 -1.013 -1.561
H -2.175 -2.437 1.613
H -1.099 -3.168 -0.907
H -1.451 -4.152 0.425
O 4.459 0.703 0.699
H 5.397 0.601 0.664
H 4.106 0.083 0.099
O 1.370 4.607 0.880
H 2.192 4.330 1.318
H 0.717 3.949 1.120
O -3.089 1.673 -1.650
H -3.003 2.285 -0.933
H -2.689 0.849 -1.357
*
```

The calculation puts the energy at -11390.61100 eV. Its SMILES is C/N=C\N.O.O.O. The value obtained for the lowest unoccupied orbital energy is 0.0191 Eh. For the orbital gap, the calculation gives 10.3 eV. As for the energy above the lowest of the compared OMol25 structures with the same formula, charge and spin: 1.138 eV. Its HOMO energy is -9.80 eV. The largest force on an atom comes out at 1.70 eV/A.